Below is C36H39ClMgP2 as an isolated structure in a non-equilibrium geometry, with properties calculated with ωB97M-V with the def2-TZVPD basis set.

XYZ file:
```
79
Properties=species:S:1:pos:R:3:forces:R:3:mulliken_charge:R:1
Mg 0.019 -1.048 1.636 -0.96 0.97 1.07 0.989
C 1.920 -3.008 -1.445 0.71 0.39 -0.01 -0.047
C 1.856 -1.758 -1.945 0.96 -0.89 0.06 0.199
C 1.327 -1.450 -3.305 -0.66 0.11 -0.28 -0.965
C -0.080 -2.026 -3.588 0.07 0.21 -0.62 -1.272
C -1.017 -2.024 -2.423 -0.71 -0.22 -0.04 0.140
C -1.140 -3.027 -1.548 -0.66 0.22 -0.81 -0.255
C -0.337 -4.288 -1.578 0.03 -0.25 0.23 -1.034
C 1.148 -4.185 -1.986 0.57 -0.54 -0.06 -1.014
C -1.303 2.169 1.905 -0.04 0.43 0.71 -1.677
H 2.702 -3.253 -0.684 -1.18 0.49 -0.22 0.402
H 2.356 -0.928 -1.440 0.13 -0.52 -0.19 0.297
H 1.998 -1.879 -4.069 -0.01 0.25 0.28 0.469
H 1.314 -0.363 -3.463 0.00 -0.22 0.04 0.130
H -0.524 -1.403 -4.381 0.07 -0.31 0.15 0.524
H 0.018 -3.042 -4.001 -0.14 0.42 0.14 0.305
H -1.720 -1.182 -2.421 0.24 -0.50 0.27 0.777
H -2.017 -3.066 -0.895 0.57 0.24 -0.03 0.115
H -0.813 -5.002 -2.274 0.04 0.15 0.24 0.382
H -0.425 -4.739 -0.578 0.20 0.02 -0.24 0.306
H 1.626 -5.092 -1.589 -0.06 0.13 -0.29 0.424
H 1.237 -4.239 -3.082 0.03 -0.02 0.34 0.382
H -0.727 1.544 2.610 -0.38 0.41 -0.43 0.156
H -2.117 2.692 2.401 0.12 0.26 0.37 0.584
H -0.630 2.876 1.417 -0.11 -0.04 0.07 0.428
P 1.614 1.312 0.663 -0.05 -0.08 -1.31 1.556
P -2.106 1.157 0.706 1.94 -0.55 -1.05 1.983
C 0.438 0.853 -0.644 1.84 0.69 0.27 -1.196
C -0.926 0.671 -0.536 -2.86 0.06 0.33 -0.643
C 2.647 2.510 -0.233 0.07 0.13 -0.08 -0.060
C 3.044 2.359 -1.570 0.51 0.85 0.20 0.137
C 3.864 3.343 -2.137 -0.14 -0.09 0.17 -0.724
C 4.256 4.455 -1.379 -0.13 -0.09 0.30 -0.521
C 3.830 4.603 -0.047 0.07 0.01 -0.25 -0.615
C 3.012 3.636 0.535 0.26 -0.39 -0.88 -0.493
C 2.702 -0.164 0.740 0.08 -0.38 -0.25 -0.087
C 2.119 -1.431 1.133 1.59 0.16 -0.07 0.321
C 2.849 -2.215 2.059 -0.22 -0.17 -1.07 -0.874
C 4.216 -1.981 2.224 -0.04 0.13 0.38 -0.741
C 4.844 -0.938 1.530 -0.02 -0.13 -0.08 -0.641
C 4.093 -0.004 0.807 -0.34 -0.44 0.64 -0.679
C -3.495 2.096 0.053 -0.61 0.43 0.20 0.206
C -3.184 3.364 -0.480 -0.32 -0.31 -0.09 -0.547
C -4.200 4.167 -0.995 0.04 -0.17 0.19 -0.690
C -5.527 3.719 -0.944 0.13 -0.18 0.04 -0.443
C -5.844 2.477 -0.383 0.16 0.23 -0.12 -0.701
C -4.833 1.669 0.141 0.39 0.16 -0.15 -0.279
C -2.677 -0.291 1.594 -0.20 -0.22 0.19 -0.009
C -2.914 -0.372 2.986 -0.62 0.04 -0.39 -0.472
C -3.295 -1.602 3.521 -0.07 0.16 0.06 -0.510
C -3.469 -2.720 2.703 0.34 -0.22 0.16 -0.600
C -3.312 -2.610 1.314 -0.20 0.56 -0.54 -0.620
C -2.939 -1.388 0.755 -0.80 -0.86 0.27 -0.616
H 0.875 0.882 -1.653 -0.43 -0.17 0.43 0.195
H -1.451 0.440 -1.469 0.13 0.04 0.37 0.674
H 2.725 1.496 -2.166 0.22 0.34 0.32 0.154
H 4.202 3.237 -3.171 -0.08 0.10 0.31 0.407
H 4.903 5.215 -1.822 -0.20 -0.24 0.11 0.355
H 4.143 5.466 0.544 -0.05 -0.19 -0.28 0.380
H 2.660 3.715 1.572 0.21 -0.03 -0.47 0.367
H 1.297 -1.921 0.500 1.09 0.78 0.92 0.183
H 2.339 -3.029 2.588 0.37 0.05 -0.39 0.374
H 4.790 -2.643 2.885 -0.22 0.41 -0.30 0.390
H 5.922 -0.812 1.598 -0.14 -0.10 -0.01 0.387
H 4.560 0.861 0.323 -0.16 -0.25 0.45 0.403
H -2.147 3.710 -0.480 -0.30 -0.14 -0.14 0.329
H -3.949 5.140 -1.427 -0.19 -0.34 0.19 0.383
H -6.318 4.355 -1.336 0.12 -0.16 0.04 0.369
H -6.880 2.133 -0.361 0.31 0.17 0.06 0.393
H -5.078 0.725 0.635 0.12 0.24 -0.27 0.346
H -2.832 0.514 3.626 0.15 -0.46 -0.27 0.382
H -3.459 -1.687 4.596 0.08 0.00 -0.30 0.413
H -3.739 -3.690 3.140 0.10 0.52 -0.17 0.384
H -3.473 -3.475 0.667 0.00 0.26 0.28 0.444
H -2.812 -1.274 -0.329 0.02 -0.12 0.56 0.620
Cl 0.113 -0.572 4.183 -0.86 -0.98 1.82 -0.133
C 1.078 0.496 3.149 0.39 -0.10 -0.87 -1.455
H 0.929 1.540 3.454 -0.12 -0.30 0.05 0.615
H 2.122 0.226 3.366 -0.16 0.12 -0.29 0.455
```
Positions in Å, forces in eV/Å.

Its relative energy (zero: lowest compared OMol25 entry of this formula, charge and spin) is 143.62 kJ/mol. The HOMO-LUMO gap (alpha / beta) is 5.1 / 4.5 eV. As for the molar mass: 593.41 g/mol. The highest occupied orbital energy (alpha / beta) is -4.97 / -4.23 eV. The LUMO energy (alpha / beta) is 0.1 / 0.3 eV.